(1)
C27H57N4O8Tl2V | ωB97M-V/def2-TZVPD

The HOMO energy is -18.5 eV. As for the net charge: +6. The value obtained for the max |F| is 5.23 eV Å⁻¹.

Positions of all 99 atoms, in Å:
Tl  -2.12130  -3.14815  7.09817
Tl  6.49373  -0.21596  5.10793
O  0.24976  -4.40034  -2.90177
V  1.16359  -4.79115  -1.64436
O  2.60905  -4.30540  -2.01449
N  1.08121  -0.97782  2.38633
O  2.08001  -0.48670  2.77899
O  1.11967  -1.70456  1.36484
O  0.10593  -0.97300  3.15868
C  -7.33683  -2.44249  1.63263
C  -7.40372  -1.81520  3.13170
C  -8.64890  -0.85256  3.15355
C  -10.00217  -1.67639  3.19973
C  -9.92298  -2.89486  4.21606
C  -8.68579  -3.69905  4.20804
N  -7.51680  -2.77560  4.27028
O  -7.40386  -2.08769  5.46361
C  -8.82026  -4.59725  5.47868
C  -8.68187  -4.64774  3.06632
C  -6.17724  -0.94932  3.17646
H  -6.91899  -3.44740  1.57213
H  -6.62015  -2.05510  0.90848
H  -8.29172  -2.61539  1.13627
H  -8.57891  0.04498  3.76806
H  -8.60421  -0.37133  2.17655
H  -10.17144  -2.11211  2.21505
H  -10.78219  -0.92383  3.31517
H  -10.75495  -3.58152  4.05979
H  -10.42872  -2.70904  5.16359
H  -7.90614  -5.10029  5.79404
H  -9.02470  -4.09469  6.42406
H  -9.39769  -5.51517  5.36871
H  -8.82416  -4.28330  2.04895
H  -7.94427  -5.44927  3.10608
H  -9.65998  -5.12860  3.07942
H  -6.23083  -0.32465  2.28483
H  -5.41438  -1.70579  2.99232
H  -6.07279  -0.40577  4.11547
H  -8.26257  -1.66895  5.55777
C  1.32355  5.06786  -4.01790
C  -0.21566  5.09256  -3.70987
C  -0.92780  4.97403  -5.10734
C  -2.34240  5.06224  -4.97173
C  -2.68880  3.79216  -4.13720
C  -2.03209  3.59311  -2.79096
N  -0.61014  3.96823  -2.94231
O  0.15057  3.71363  -1.73969
C  -2.68596  4.39600  -1.61200
C  -2.08053  2.04057  -2.56188
C  -0.61229  6.42282  -3.04715
H  1.84667  5.21019  -3.07228
H  1.57955  5.76821  -4.81292
H  1.60080  4.08517  -4.39943
H  -0.45197  5.65341  -5.81453
H  -0.80981  4.06730  -5.70065
H  -2.78126  4.98432  -5.96644
H  -2.76797  6.00704  -4.63358
H  -2.44092  2.98043  -4.82111
H  -3.75974  3.82116  -3.93636
H  -3.59382  3.93883  -1.21842
H  -2.07943  4.46892  -0.70928
H  -2.97885  5.38869  -1.95386
H  -1.93954  1.41977  -3.44665
H  -1.39410  1.72759  -1.77514
H  -3.11019  1.84981  -2.25938
H  -1.63068  6.73093  -2.81044
H  -0.27831  7.18993  -3.74580
H  -0.03714  6.67892  -2.15737
H  -0.15379  4.39610  -1.13702
C  7.63270  1.16074  -0.29273
C  8.57467  0.06798  -0.95725
C  10.03884  0.58699  -0.88072
C  11.19919  -0.48316  -0.99568
C  10.82634  -1.56179  -0.04069
C  9.35345  -2.25221  -0.09124
N  8.45405  -1.09854  0.03782
O  7.11885  -1.53628  0.11230
C  9.34123  -3.04949  -1.49856
C  9.26612  -3.32562  1.09448
C  8.14635  -0.32563  -2.39867
H  6.64567  0.76313  -0.05656
H  7.49447  2.03126  -0.93397
H  8.18502  1.72202  0.46092
H  10.16909  1.13380  -1.81460
H  10.34771  1.51733  -0.40410
H  12.19134  -0.18228  -0.65920
H  11.23006  -0.96261  -1.97408
H  10.96557  -1.35667  1.02074
H  11.53687  -2.37034  -0.21244
H  9.70552  -2.50295  -2.36844
H  9.90970  -3.96891  -1.35853
H  8.34646  -3.46016  -1.67146
H  8.25669  -3.45546  1.48473
H  9.53231  -4.34702  0.82250
H  9.99414  -3.15899  1.88841
H  7.38190  -1.09712  -2.30640
H  8.96606  -0.52142  -3.08993
H  7.78948  0.63873  -2.76027
H  7.01005  -2.20701  -0.56584

***

(2)
C27H58NP3Re | ωB97M-V/def2-TZVPD

The HOMO energy (spin up / spin down) is -10.9 / -11.3 eV. As for the net charge: +2. The relative energy (zero: lowest compared OMol25 entry of this formula, charge and spin) comes out at 120.02 kcal/mol. The spin multiplicity is 4. As for the expectation value of S²: 3.77. The value obtained for the max |F| is 5.96 eV Å⁻¹.

Positions of all 90 atoms, in Å:
P  0.00920  -1.37614  -3.55326
P  -3.87268  -1.45802  -3.58668
C  -1.20958  -2.19262  -4.63440
C  -2.55438  -1.48141  -4.87028
H  -1.34444  -3.24596  -4.33858
H  -0.67496  -2.21602  -5.59725
H  -2.39377  -0.43167  -5.16975
H  -3.04023  -1.98388  -5.72741
C  -4.94082  -2.88457  -4.03410
H  -5.47104  -3.29635  -3.16303
H  -4.35580  -3.68132  -4.50950
H  -5.68365  -2.52020  -4.75224
C  -4.95733  -0.10951  -4.10394
H  -5.59115  -0.48065  -4.91214
H  -4.38934  0.75519  -4.45790
H  -5.61798  0.19661  -3.28944
C  1.58057  -2.22824  -3.86086
H  2.40722  -1.71294  -3.35422
H  1.76012  -2.21990  -4.94475
H  1.52738  -3.27080  -3.51532
C  0.25145  0.26217  -4.28066
H  -0.63126  0.90852  -4.20549
H  0.49335  0.13070  -5.34471
H  1.09966  0.77505  -3.81318
Re  0.00604  1.09571  -0.84260
C  -4.15906  -1.60832  -1.74077
C  -3.30714  -2.63946  -1.16893
C  -2.55043  -3.64872  -1.88135
C  -1.04994  -3.48592  -1.57449
C  -0.43951  -2.11736  -1.90594
C  -1.01908  -0.72306  -1.66517
C  -2.26713  0.11663  -1.89124
C  -3.62128  -0.24599  -1.21373
C  1.97696  0.76682  -1.17715
H  -5.23178  -1.75090  -1.48961
H  -3.28383  -2.69147  -0.07830
H  -2.68010  -3.66009  -2.97825
H  -2.87908  -4.64507  -1.51703
H  -0.92863  -3.61385  -0.48401
H  -0.44290  -4.26374  -2.06498
H  0.54726  -2.13891  -1.39442
H  0.00732  -0.01022  -2.11054
H  -2.42505  0.28133  -2.98006
H  -2.01112  1.17850  -1.51253
H  -3.46622  -0.28722  -0.12971
H  -4.32680  0.58264  -1.38807
H  2.38803  1.78677  -1.20168
H  2.21021  0.28382  -2.13691
H  2.50100  0.22538  -0.37293
C  -2.12117  2.86178  1.79670
C  -0.62708  2.74750  2.14749
C  0.19419  3.39207  1.01446
C  -0.39357  3.49856  3.47985
P  -0.15772  0.96250  2.40361
N  -0.00387  0.38212  0.75772
C  1.53988  0.72226  3.10755
C  1.47896  0.72864  4.65048
C  2.12308  -0.60900  2.59930
C  2.47225  1.84776  2.64661
C  -1.45596  -0.16144  3.12855
C  -2.55665  -0.36843  2.08641
C  -0.84984  -1.54525  3.41456
C  -2.04906  0.44691  4.41487
H  -2.35932  3.92861  1.65081
H  -2.77871  2.49036  2.59446
H  -2.35966  2.36130  0.84694
H  -0.33158  4.30087  0.69784
H  1.19572  3.68462  1.33865
H  0.29866  2.77263  0.06082
H  -0.95151  3.04181  4.31028
H  0.66338  3.56434  3.76257
H  -0.76053  4.52979  3.36628
H  0.90444  -0.10779  5.06310
H  2.50844  0.62965  5.02413
H  1.07396  1.66688  5.05296
H  1.93848  -0.74971  1.52894
H  3.21215  -0.58922  2.75022
H  1.73699  -1.47515  3.14702
H  2.50497  1.93625  1.55264
H  2.24425  2.81923  3.10218
H  3.49228  1.58791  2.97147
H  -2.11763  -0.77269  1.16306
H  -3.28253  -1.10641  2.46631
H  -3.11457  0.54931  1.86256
H  -0.15846  -1.55765  4.26521
H  -1.67678  -2.22531  3.66798
H  -0.35588  -1.96371  2.52669
H  -1.28873  0.66098  5.17929
H  -2.63097  1.35844  4.22558
H  -2.74574  -0.29057  4.83963